# 1
{"formula": "C11H15N4O3S2SbSe4Tc", "method": "ωB97M-V with the def2-TZVPD basis set", "elements": ["Tc", "Se", "Sb", "Se", "Se", "Se", "N", "C", "N", "C", "C", "S", "C", "C", "S", "C", "N", "N", "H", "H", "H", "H", "H", "H", "C", "O", "C", "C", "H", "H", "H", "H", "H", "H", "C", "O", "C", "O", "H", "H", "H"], "coordinates": [[0.6933, -0.3224, 0.3063], [4.1273, -1.5773, 4.5511], [3.1660, 0.2195, 3.2012], [0.7608, -0.4135, 2.5645], [2.9959, -0.1364, 0.0295], [2.9904, 2.2564, 4.6241], [0.4655, -1.8968, -2.9656], [0.4712, -0.5647, -2.9408], [0.4566, 0.1882, -1.8889], [0.3922, 1.5263, -2.1913], [0.3158, 1.8062, -3.5242], [0.3553, 0.3495, -4.4673], [0.4706, 2.5002, -1.1319], [0.5138, 3.8553, -1.2748], [0.7181, 4.6322, 0.2594], [0.7177, 3.0315, 1.0252], [0.5625, 2.0616, 0.1661], [0.7279, 2.9311, 2.3443], [0.6115, -2.4134, -2.0681], [0.7219, -2.3623, -3.8171], [0.2855, 2.7610, -4.0038], [0.4954, 4.4370, -2.1738], [1.2364, 3.5934, 2.9221], [0.7348, 1.9845, 2.7399], [-3.0909, -0.7749, -1.2955], [-1.8267, -0.9795, -0.7114], [-1.3039, -0.2622, 0.3222], [-2.2077, 0.4779, 1.2650], [-3.3817, -1.7285, -1.7398], [-3.0100, -0.0237, -2.0927], [-3.8603, -0.4608, -0.5868], [-3.2628, 0.5077, 0.9807], [-1.8506, 1.5053, 1.3973], [-2.1350, 0.0013, 2.2504], [-0.0574, -4.3105, 1.6349], [0.1963, -2.9219, 1.5530], [0.5540, -2.3856, 0.3633], [0.6226, -3.1272, -0.6230], [-0.6985, -4.4556, 2.5039], [0.8792, -4.8571, 1.7722], [-0.5539, -4.6526, 0.7200]], "atomic_forces_ev_per_a": [[-1.921, 0.380, -0.775], [0.060, 0.105, -0.145], [0.334, -0.204, -0.224], [-0.322, 0.496, 2.732], [2.104, 0.249, 0.361], [0.157, 0.011, -0.108], [0.135, -0.377, 0.036], [-0.314, 0.188, -1.094], [0.119, -0.184, 0.316], [-0.076, -0.081, -1.511], [0.028, -0.264, 0.333], [0.038, -0.029, 0.806], [0.026, 1.362, 0.735], [0.047, -0.273, 0.044], [-0.014, -0.509, -0.077], [-0.265, 0.585, -0.642], [0.199, -0.524, 0.025], [-0.129, -0.084, 0.734], [-0.048, 0.052, 0.231], [0.008, 0.115, -0.030], [0.017, 0.281, -0.049], [0.046, 0.044, -0.238], [0.046, -0.213, -0.192], [0.055, 0.048, -0.188], [-0.133, 0.169, -0.089], [-0.652, -0.254, -0.091], [0.960, -0.113, -0.130], [-0.310, -0.129, -0.126], [-0.036, 0.061, -0.005], [-0.075, 0.000, 0.055], [0.022, -0.052, -0.032], [-0.040, 0.069, 0.015], [-0.003, -0.163, -0.051], [0.058, 0.041, -0.051], [0.013, -0.067, -0.416], [-0.068, -0.518, 0.068], [-0.133, 0.488, -0.483], [0.034, -0.538, 0.118], [0.031, -0.002, -0.003], [-0.058, -0.046, -0.040], [0.061, -0.120, 0.180]], "s_squared": 1.243, "charge": -2, "e_above_lowest_kcal_mol": 0.0, "e_homo_ha": [-0.028, -0.012], "lumo_energy_ev": [3.682, 3.690], "spin_multiplicity": 2, "orbital_gap_ev": [4.44, 4.01]}


# 2
{"formula": "C2H3ClFNO3", "method": "ωB97M-V with the def2-TZVPD basis set", "elements": ["C", "C", "N", "O", "O", "O", "F", "Cl", "H", "H", "H"], "coordinates": [[0.1618, 0.3754, -0.7557], [-0.9607, -0.2690, -0.0582], [-2.0110, 0.8285, 0.2084], [-2.9104, 0.7639, -0.5413], [-1.9411, 1.6128, 1.1026], [-0.3373, -0.7444, 1.7192], [0.5733, 1.6055, -0.3901], [-1.5850, -1.7048, -0.6238], [1.1047, -0.3409, -0.6896], [-0.0210, 0.4901, -1.9243], [-0.0989, 0.0392, 2.2166]], "atomic_forces_ev_per_a": [[3.567, -2.103, -4.073], [1.306, 1.117, 5.301], [0.252, -0.960, 1.436], [-2.387, -0.131, -2.658], [1.365, 0.376, 1.004], [-1.407, 0.011, -4.049], [-0.497, 0.528, 1.134], [0.148, -0.250, -0.154], [-2.008, 1.211, 0.007], [-0.241, -0.636, 2.271], [-0.100, 0.837, -0.219]], "charge": 0, "e_above_lowest_kcal_mol": 75.4, "e_homo_ha": -0.412, "lumo_energy_ev": -0.843, "spin_multiplicity": 1, "orbital_gap_ev": 10.36}


Per-record M, g/mol: 851.000; 143.501